[1]
This record from the OMol25 dataset describes a single C4H8N2O molecule. The level of theory is ωB97M-V with the def2-TZVPD basis set.

Spin multiplicity   1
ΔE to the lowest compared entry with this formula, charge and spin   472.45 kJ/mol

Last column: Mulliken charge in e.
Positions of all 15 atoms, in Å:
C1 0.551 0.360 0.376  -0.13
C2 1.244 -0.582 1.072  0.33
C3 -1.100 -0.880 -0.974  -1.45
C4 -0.519 0.454 -0.579  -0.05
N1 0.795 1.385 1.461  -0.42
N2 1.337 0.394 2.262  -0.33
O1 1.621 -1.833 0.919  -0.50
H1 -0.716 -1.624 -1.624  0.35
H2 -1.996 -0.636 -1.453  0.42
H3 -1.422 -1.214 -0.044  0.38
H4 -1.338 0.991 -0.110  0.23
H5 -0.264 1.036 -1.518  0.27
H6 0.024 1.759 2.007  0.28
H7 2.271 0.697 2.739  0.24
H8 2.581 -1.835 0.906  0.36

Cartesian forces (eV/Å) of the 3 atoms listed first:
C 0.872 0.958 2.951
C -0.762 3.998 1.533
C -0.706 1.019 0.124


[2]
This record from the OMol25 dataset describes 2 unconnected molecules or ions with the total composition C17H18N3O5P2S. The level of theory is ωB97M-V with the def2-TZVPD basis set.

Spin multiplicity   1
E_tot   -2279.5710 a.u.
Net charge   -3

Last column: Mulliken charge in e.
Positions of all 46 atoms, in Å:
C1 3.305 0.727 4.157  -0.37
C2 3.241 1.178 3.017  -0.01
C3 3.066 1.659 1.516  -0.86
C4 2.871 0.321 0.676  0.55
C5 3.918 -0.246 -0.211  -0.63
C6 3.567 -1.546 -0.895  -0.45
C7 2.252 -2.226 -0.697  -0.64
C8 1.171 -1.643 0.185  0.15
C9 1.529 -0.353 0.861  0.69
S1 0.226 0.370 1.942  -0.31
C10 -1.300 -0.086 1.007  0.85
C11 -2.461 0.855 0.952  0.00
C12 -2.451 2.272 1.664  -0.88
N1 -1.456 3.215 1.036  -0.31
C13 -1.456 3.068 -0.462  -0.67
C14 -3.669 0.430 0.155  -0.62
C15 -3.655 -0.882 -0.547  -1.06
C16 -2.475 -1.848 -0.497  0.70
P1 -2.588 -3.469 -1.416  -0.48
N2 -2.005 -4.792 -0.353  -1.11
O1 -4.239 -3.874 -1.713  -0.49
C17 -1.246 -1.418 0.313  -0.04
N3 -0.106 -2.312 0.382  -0.22
H1 3.284 -0.052 4.963  0.31
H2 3.984 2.222 1.182  0.41
H3 2.146 2.318 1.399  0.24
H4 4.912 0.270 -0.361  0.18
H5 4.337 -2.038 -1.557  0.23
H6 2.064 -3.206 -1.213  0.26
H7 -3.469 2.768 1.529  0.33
H8 -2.253 2.159 2.778  0.25
H9 -1.759 4.185 1.190  0.27
H10 -0.736 2.219 -0.697  0.24
H11 -2.496 2.888 -0.884  0.20
H12 -1.048 3.982 -0.987  0.34
H13 -4.552 1.117 0.087  0.25
H14 -4.567 -1.141 -1.156  0.23
H15 -2.074 -4.454 0.624  0.25
H16 -2.661 -5.575 -0.455  0.69
H17 -4.307 -4.803 -2.033  0.39
H18 -0.194 -3.114 -0.249  0.36
O2 3.170 0.883 -3.700  -0.75
P2 2.708 2.196 -3.021  0.56
O3 1.366 1.947 -2.284  -0.45
O4 2.503 3.297 -4.088  -0.85
O5 3.783 2.653 -2.000  -0.76

Cartesian forces (eV/Å) of the 3 atoms listed first:
C -0.159 -0.911 -0.897
C -0.344 0.278 -0.416
C 0.266 -1.169 0.689


[3]
This record from the OMol25 dataset describes 2 unconnected molecules or ions with the total composition C21H43NO5. The level of theory is ωB97M-V with the def2-TZVPD basis set.

Spin multiplicity   1
ΔE to the lowest compared entry with this formula, charge and spin   64.41 kJ/mol

Last column: Mulliken charge in e.
Positions of all 70 atoms, in Å:
C1 1.094 -1.064 -0.332  -0.86
O1 -0.267 -1.142 -0.712  -0.45
C2 -1.074 -0.253 0.029  -0.39
C3 -2.542 -0.482 -0.236  -0.35
C4 -2.901 -0.624 -1.704  0.00
C5 -4.359 -1.052 -1.931  -1.13
C6 -5.441 -0.222 -1.239  -0.57
C7 -5.920 0.987 -2.046  -1.16
C8 -4.954 2.158 -2.079  -0.32
C9 -4.704 2.806 -0.721  -0.51
C10 -3.723 3.981 -0.875  -1.08
C11 -2.271 3.609 -0.521  -0.37
C12 -1.400 3.605 -1.782  -1.06
C13 0.072 3.348 -1.494  0.10
O2 0.864 4.265 -2.334  -0.48
C14 0.736 3.696 -3.583  0.70
O3 0.416 4.287 -4.599  -0.55
O4 0.986 2.371 -3.428  -0.40
C15 0.588 2.028 -2.061  -0.21
O5 -0.384 1.061 -2.086  -0.47
H1 1.348 -1.857 0.366  0.25
H2 1.299 -0.101 0.133  0.36
H3 1.713 -1.132 -1.220  0.40
H4 -0.892 -0.416 1.096  0.49
H5 -0.829 0.793 -0.177  0.13
H6 -2.925 -1.340 0.311  0.32
H7 -3.056 0.391 0.156  0.09
H8 -2.273 -1.399 -2.135  0.67
H9 -2.687 0.279 -2.269  -0.27
H10 -4.476 -2.085 -1.614  0.42
H11 -4.553 -1.043 -3.001  0.40
H12 -5.158 0.094 -0.240  0.38
H13 -6.311 -0.862 -1.110  0.35
H14 -6.125 0.647 -3.057  0.39
H15 -6.854 1.326 -1.602  0.40
H16 -4.017 1.857 -2.542  0.00
H17 -5.387 2.924 -2.719  0.51
H18 -5.654 3.202 -0.375  0.34
H19 -4.303 2.083 -0.022  0.31
H20 -3.746 4.284 -1.917  0.52
H21 -4.034 4.854 -0.311  0.43
H22 -1.839 4.358 0.136  0.47
H23 -2.234 2.637 -0.038  0.07
H24 -1.515 4.569 -2.257  0.47
H25 -1.753 2.823 -2.445  0.38
H26 0.396 3.544 -0.483  0.61
H27 1.523 1.735 -1.593  0.38
H28 0.028 0.204 -2.205  0.31
C16 6.973 -2.864 4.425  -1.42
C17 5.467 -2.806 4.218  -0.33
N1 5.086 -2.191 2.961  0.11
C18 3.672 -1.878 2.880  -0.67
C19 2.667 -3.038 2.895  -1.05
C20 5.677 -2.778 1.771  -0.70
C21 5.431 -4.269 1.502  -0.95
H29 7.417 -1.873 4.328  0.33
H30 7.192 -3.238 5.426  0.44
H31 7.461 -3.533 3.716  0.29
H32 5.036 -2.207 5.024  0.44
H33 5.057 -3.822 4.333  0.26
H34 3.505 -1.276 1.982  0.34
H35 3.436 -1.214 3.717  0.39
H36 2.649 -3.574 1.947  0.18
H37 1.661 -2.646 3.059  0.39
H38 2.871 -3.751 3.693  0.36
H39 6.756 -2.615 1.817  0.37
H40 5.345 -2.197 0.907  0.33
H41 5.559 -4.875 2.400  0.24
H42 6.147 -4.629 0.762  0.38
H43 4.436 -4.457 1.102  0.27

Cartesian forces (eV/Å) of the 3 atoms listed first:
C -0.230 0.156 0.037
O 0.175 -0.034 -0.259
C -0.398 -0.106 1.306


[4]
This record from the OMol25 dataset describes 2 unconnected molecules or ions with the total composition C2H7P. The level of theory is ωB97M-V with the def2-TZVPD basis set.

Spin multiplicity   1
ΔE to the lowest compared entry with this formula, charge and spin   438.87 kJ/mol

Last column: Mulliken charge in e.
Positions of all 10 atoms, in Å:
C1 -1.540 0.080 -0.664  -1.03
C2 2.352 0.079 -0.130  -0.31
P1 1.372 -0.275 1.189  0.03
H1 -2.328 0.214 0.003  0.28
H2 -0.848 0.951 -0.604  0.24
H3 -1.758 -0.130 -1.719  0.31
H4 -0.931 -0.759 -0.467  0.19
H5 2.561 1.253 -0.216  0.16
H6 0.292 0.159 1.806  0.07
H7 0.828 -1.572 0.803  0.06

Cartesian forces (eV/Å) of the 3 atoms listed first:
C 2.151 0.911 -1.974
C 0.048 3.011 0.510
P 1.700 -3.337 -2.451


[5]
This record from the OMol25 dataset describes 2 unconnected molecules or ions with the total composition C4H8NS. The level of theory is ωB97M-V with the def2-TZVPD basis set.

Spin multiplicity   1
ΔE to the lowest compared entry with this formula, charge and spin   174.06 kJ/mol
Net charge   +1

Last column: Mulliken charge in e.
Positions of all 14 atoms, in Å:
C1 3.002 1.198 -0.224  -0.57
C2 2.022 0.614 0.373  0.11
C3 -3.466 0.288 -0.485  -0.19
C4 1.031 0.051 0.997  -0.30
N1 0.244 -1.048 0.422  -0.16
S1 -2.245 0.657 0.497  -0.21
H1 2.847 2.060 -0.852  0.26
H2 4.025 0.878 -0.110  0.27
H3 -4.375 0.874 -0.477  0.28
H4 -3.424 -0.547 -1.167  0.25
H5 0.704 0.363 1.976  0.47
H6 -0.759 -0.661 0.293  0.06
H7 0.223 -1.849 1.062  0.37
H8 0.640 -1.339 -0.478  0.37

Cartesian forces (eV/Å) of the 3 atoms listed first:
C 0.316 0.281 -0.191
C -0.323 -0.332 -0.003
C 0.320 0.085 0.321


[6]
This record from the OMol25 dataset describes a molecular structure, C33H48As3BrN3O2Ti. The level of theory is ωB97M-V with the def2-TZVPD basis set.

Spin multiplicity   1
ΔE to the lowest compared entry with this formula, charge and spin   80.00 kJ/mol
Net charge   -1

Last column: Mulliken charge in e.
Positions of all 91 atoms, in Å:
Ti1 -0.425 0.708 0.336  -0.39
O1 4.049 2.728 -1.910  -0.74
C1 3.272 3.833 -1.761  0.33
C2 3.744 5.054 -2.228  -0.73
C3 2.977 6.198 -2.069  -0.27
C4 1.744 6.138 -1.436  -1.10
C5 1.272 4.912 -0.984  -0.26
C6 2.013 3.754 -1.154  0.40
C7 1.474 2.401 -0.752  0.61
O2 0.264 2.445 -0.097  -0.04
N1 2.462 1.708 0.066  -0.44
N2 1.785 0.556 0.643  0.22
C8 2.236 0.371 1.910  0.14
C9 1.924 -0.517 2.858  -0.17
Br1 -1.628 0.886 2.625  -0.66
C10 2.395 -1.397 3.719  -1.26
C11 3.731 -2.039 3.632  1.00
C12 4.236 -2.739 4.728  -0.59
C13 5.500 -3.309 4.695  -0.51
C14 6.285 -3.196 3.555  -0.41
C15 5.791 -2.509 2.454  -0.80
C16 4.527 -1.938 2.489  0.11
H1 3.712 2.053 -1.271  0.43
H2 4.718 5.086 -2.701  0.43
H3 3.355 7.146 -2.434  0.35
H4 1.151 7.033 -1.300  0.41
H5 0.309 4.828 -0.496  0.22
H6 1.389 1.802 -1.676  -0.16
H7 2.692 2.344 0.833  0.28
H8 2.893 1.156 2.307  0.14
H9 1.792 -1.717 4.570  0.20
H10 3.625 -2.828 5.620  0.36
H11 5.873 -3.842 5.562  0.36
H12 7.273 -3.640 3.526  0.36
H13 6.393 -2.416 1.558  0.38
H14 4.149 -1.405 1.626  0.33
C17 -4.823 -3.172 1.555  -1.32
As1 -3.426 -1.906 0.982  0.71
C18 -4.510 -0.891 -0.303  -0.51
C19 -2.538 -3.115 -0.294  -0.25
C20 -3.269 -3.880 -1.197  -0.23
C21 -2.640 -4.668 -2.150  -0.87
C22 -1.256 -4.685 -2.210  -0.74
C23 -0.516 -3.936 -1.306  -0.58
C24 -1.138 -3.156 -0.334  0.38
As2 -0.062 -2.073 0.928  1.14
C25 1.649 -2.943 0.603  -1.43
C26 -0.602 -2.961 2.593  -1.38
H15 -5.410 -3.554 0.720  0.35
H16 -5.489 -2.661 2.251  0.44
H17 -4.352 -4.006 2.075  0.33
H18 -4.706 -1.470 -1.206  0.41
H19 -3.965 0.015 -0.564  -0.56
H20 -5.455 -0.619 0.170  0.55
H21 -4.353 -3.852 -1.173  0.17
H22 -3.228 -5.251 -2.848  0.35
H23 -0.750 -5.278 -2.963  0.37
H24 0.563 -3.958 -1.376  0.29
H25 1.526 -4.023 0.541  0.51
H26 2.309 -2.700 1.428  0.14
H27 2.083 -2.554 -0.318  0.30
H28 -1.333 -3.742 2.390  0.45
H29 -1.027 -2.204 3.249  0.28
H30 0.281 -3.395 3.062  0.46
C27 -2.075 -0.939 -3.050  -1.18
C28 -0.900 -0.062 -2.603  1.39
C29 0.416 -0.741 -3.007  -1.40
C30 -1.022 1.319 -3.280  -1.11
N3 -0.926 0.115 -1.170  0.38
H31 -2.051 -1.089 -4.135  0.44
H32 -3.020 -0.457 -2.788  0.28
H33 -2.037 -1.913 -2.567  0.00
H34 0.582 -0.661 -4.084  0.49
H35 0.386 -1.799 -2.741  0.12
H36 1.260 -0.286 -2.485  0.17
H37 -2.072 1.578 -3.431  0.33
H38 -0.525 1.330 -4.253  0.39
H39 -0.579 2.094 -2.653  -0.03
C31 -4.499 2.835 0.334  -1.33
As3 -2.561 2.854 0.015  1.18
C32 -2.090 4.167 1.384  -1.34
C33 -2.564 4.080 -1.516  -1.45
H40 -4.854 3.818 0.648  0.44
H41 -4.717 2.106 1.113  0.28
H42 -5.017 2.539 -0.580  0.41
H43 -2.520 5.141 1.147  0.42
H44 -1.004 4.232 1.438  0.28
H45 -2.458 3.814 2.344  0.41
H46 -3.126 4.986 -1.284  0.47
H47 -3.007 3.589 -2.383  0.34
H48 -1.536 4.341 -1.762  0.33

Cartesian forces (eV/Å) of the 3 atoms listed first:
Ti 0.082 0.230 0.031
O -0.017 -0.001 0.021
C 0.037 -0.017 0.018


no.,F_max (eV Å⁻¹)
1,4.43
2,4.22
3,2.87
4,4.48
5,0.70
6,0.45